{"formula": "C26H34N4O3", "method": "wB97M-V/def2-TZVPD", "max_force_ev_per_a": 0.7, "gap_ha": 0.3204, "energy_ha": -1455.986822, "lumo_ev": 0.46, "smiles": "CCc1ccc(NC(=O)[C@H](C)NC(=O)C2CCN(C(=O)[C@@H](N)Cc3ccccc3)CC2)cc1", "relative_energy_ev": 0.4989, "species": ["C", "H", "H", "H", "C", "C", "C", "C", "C", "C", "C", "H", "H", "N", "C", "O", "C", "N", "C", "O", "C", "C", "H", "H", "C", "N", "C", "O", "C", "N", "H", "H", "H", "C", "C", "C", "C", "C", "C", "C", "H", "H", "H", "H", "H", "H", "H", "C", "C", "H", "H", "H", "H", "H", "H", "H", "H", "C", "H", "H", "H", "H", "H", "H", "H", "H", "H"], "coordinates": [[7.355, 4.328, 0.527], [7.971, 5.192, 0.292], [7.960, 3.605, 1.070], [6.541, 4.646, 1.175], [6.800, 3.700, -0.754], [5.949, 2.506, -0.427], [4.593, 2.654, -0.164], [3.817, 1.566, 0.182], [4.385, 0.297, 0.273], [5.741, 0.138, 0.012], [6.506, 1.238, -0.332], [7.559, 1.104, -0.533], [6.188, -0.840, 0.078], [3.542, -0.759, 0.637], [3.809, -2.083, 0.677], [4.868, -2.614, 0.426], [2.553, -2.896, 1.080], [1.585, -2.871, -0.008], [0.719, -1.860, -0.200], [0.729, -0.865, 0.510], [-0.268, -2.090, -1.335], [-0.653, -0.785, -2.043], [0.248, -0.234, -2.318], [-1.196, -1.037, -2.957], [-1.536, 0.108, -1.165], [-2.696, -0.626, -0.718], [-3.990, -0.417, -1.041], [-4.868, -1.194, -0.704], [-4.360, 0.850, -1.831], [-5.704, 0.747, -2.371], [-5.752, -0.025, -3.028], [-6.335, 0.510, -1.609], [-3.681, 0.988, -2.680], [-4.290, 2.086, -0.905], [-4.993, 1.830, 0.398], [-4.299, 1.313, 1.484], [-4.953, 1.026, 2.668], [-6.313, 1.256, 2.783], [-7.012, 1.782, 1.710], [-6.356, 2.068, 0.526], [-6.903, 2.482, -0.308], [-8.073, 1.969, 1.795], [-6.826, 1.029, 3.706], [-4.400, 0.621, 3.503], [-3.236, 1.134, 1.403], [-4.768, 2.911, -1.436], [-3.248, 2.346, -0.714], [-2.342, -1.793, 0.065], [-1.533, -2.771, -0.784], [-1.265, -3.644, -0.186], [-2.148, -3.105, -1.622], [-3.269, -2.255, 0.407], [-1.754, -1.470, 0.930], [-1.825, 0.992, -1.728], [-0.961, 0.420, -0.287], [0.204, -2.758, -2.064], [1.610, -3.650, -0.646], [2.923, -4.332, 1.411], [3.461, -4.777, 0.577], [2.033, -4.918, 1.628], [3.578, -4.349, 2.277], [2.084, -2.405, 1.941], [2.576, -0.488, 0.816], [2.761, 1.690, 0.382], [4.138, 3.632, -0.232], [7.631, 3.399, -1.395], [6.207, 4.443, -1.290]], "forces_ev_per_a": [[0.01, 0.04, -0.22], [0.08, 0.11, 0.06], [0.06, -0.04, 0.09], [-0.05, 0.03, 0.10], [0.04, 0.03, 0.24], [0.06, 0.03, -0.18], [0.07, -0.08, 0.00], [0.01, -0.11, 0.03], [0.30, 0.16, -0.12], [0.02, -0.21, 0.05], [-0.16, 0.19, 0.00], [0.12, -0.02, -0.03], [0.00, -0.04, 0.00], [-0.27, 0.36, 0.11], [-0.56, -0.17, 0.24], [0.28, -0.12, -0.06], [0.18, -0.05, 0.17], [0.27, -0.31, 0.09], [-0.08, -0.42, -0.55], [-0.11, 0.37, 0.26], [-0.10, 0.08, -0.08], [0.12, 0.08, 0.24], [0.00, 0.02, -0.07], [0.02, 0.01, -0.03], [0.21, 0.28, -0.26], [0.25, -0.17, 0.24], [-0.20, 0.02, -0.31], [-0.11, -0.05, 0.03], [-0.15, 0.06, -0.09], [-0.07, 0.10, -0.11], [-0.04, 0.04, 0.14], [0.05, -0.11, -0.13], [0.00, 0.01, 0.15], [0.08, -0.19, -0.12], [0.04, 0.19, 0.00], [-0.02, 0.05, 0.05], [0.05, -0.05, 0.08], [-0.06, -0.03, 0.08], [-0.11, -0.01, 0.04], [0.01, 0.01, -0.01], [-0.05, 0.06, -0.09], [-0.08, 0.02, 0.01], [-0.04, -0.01, 0.07], [0.04, -0.02, 0.07], [0.12, -0.01, -0.02], [0.10, -0.02, -0.02], [0.01, 0.05, 0.02], [-0.24, -0.38, 0.15], [0.02, 0.14, 0.14], [-0.02, -0.06, -0.02], [-0.01, -0.04, 0.01], [0.17, 0.07, 0.00], [-0.05, -0.02, 0.00], [-0.03, -0.02, 0.05], [-0.12, 0.08, -0.16], [-0.01, 0.04, 0.08], [-0.12, 0.10, -0.05], [-0.03, 0.25, -0.04], [0.07, -0.07, -0.03], [-0.09, -0.01, 0.04], [0.07, -0.06, 0.02], [0.06, -0.08, -0.15], [0.15, -0.25, 0.00], [-0.12, 0.02, 0.02], [-0.05, 0.11, -0.02], [-0.05, 0.03, -0.07], [0.04, -0.03, -0.08]]}

---

{"formula": "C26H34N4O6S", "method": "wB97M-V/def2-TZVPD", "max_force_ev_per_a": 0.9, "gap_ha": 0.3256, "energy_ha": -2079.916481, "lumo_ev": 0.10, "relative_energy_ev": 0.0000, "species": ["C", "H", "C", "H", "C", "C", "C", "N", "C", "N", "C", "C", "C", "C", "C", "C", "C", "O", "H", "H", "C", "O", "N", "C", "H", "C", "H", "H", "C", "C", "O", "N", "H", "H", "C", "C", "H", "H", "H", "H", "H", "H", "H", "S", "C", "C", "O", "C", "C", "O", "O", "C", "C", "H", "H", "H", "H", "H", "H", "H", "H", "H", "H", "H", "H", "H", "H", "H", "H", "H", "H"], "coordinates": [[-5.278, -1.815, -2.019], [-4.205, -1.903, -2.174], [-5.574, -1.159, -0.676], [-6.655, -1.060, -0.552], [-4.930, 0.223, -0.580], [-5.229, 0.946, 0.733], [-4.471, 0.396, 1.945], [-3.034, 0.483, 1.747], [-2.279, -0.599, 1.474], [-1.032, -0.557, 1.141], [-0.382, 0.643, 1.057], [0.933, 0.700, 0.600], [1.571, 1.922, 0.498], [0.909, 3.098, 0.871], [-0.384, 3.048, 1.338], [-1.055, 1.823, 1.418], [-2.459, 1.771, 1.797], [-3.141, 2.721, 2.113], [-0.918, 3.942, 1.621], [1.421, 4.041, 0.766], [2.876, 1.996, -0.236], [2.950, 2.702, -1.230], [3.888, 1.230, 0.203], [3.939, 0.477, 1.434], [3.047, 0.673, 2.030], [4.080, -1.023, 1.160], [4.244, -1.531, 2.111], [3.164, -1.418, 0.719], [5.251, -1.313, 0.216], [6.600, -1.106, 0.901], [6.772, -0.473, 1.919], [7.630, -1.698, 0.251], [7.498, -2.252, -0.576], [8.558, -1.608, 0.629], [5.154, -0.418, -1.030], [5.062, 1.052, -0.622], [4.959, 1.695, -1.497], [5.952, 1.347, -0.055], [6.018, -0.564, -1.680], [4.253, -0.685, -1.586], [5.198, -2.361, -0.096], [4.818, 0.809, 1.997], [1.418, -0.212, 0.297], [-2.943, -2.214, 1.583], [-1.351, -3.048, 1.393], [-0.388, -2.296, 0.456], [0.804, -2.344, 0.677], [-0.962, -2.154, -0.971], [-0.384, -0.967, -1.705], [0.696, -0.932, -2.227], [-1.248, 0.056, -1.704], [-0.822, 1.251, -2.372], [-1.897, 2.307, -2.204], [-2.055, 2.525, -1.151], [-1.585, 3.217, -2.707], [-2.834, 1.964, -2.636], [-0.658, 1.014, -3.429], [0.131, 1.579, -1.946], [-2.048, -2.078, -0.946], [-0.658, -3.061, -1.499], [-0.888, -3.147, 2.375], [-1.559, -4.038, 0.985], [-4.718, 1.002, 2.821], [-4.731, -0.645, 2.138], [-6.296, 0.883, 0.951], [-4.971, 2.002, 0.630], [-5.309, 0.837, -1.399], [-3.849, 0.135, -0.720], [-5.206, -1.801, 0.126], [-5.689, -1.222, -2.833], [-5.715, -2.809, -2.065]], "forces_ev_per_a": [[-0.11, -0.03, 0.25], [0.14, -0.03, -0.06], [0.15, 0.14, -0.22], [-0.05, -0.01, 0.08], [-0.31, -0.13, 0.28], [0.22, -0.03, -0.13], [-0.57, 0.25, 0.02], [0.09, 0.23, 0.07], [0.80, -0.21, -0.12], [-0.82, 0.10, 0.37], [-0.22, 0.85, 0.26], [0.14, 0.22, 0.04], [-0.44, -0.19, -0.09], [0.04, 0.03, 0.03], [-0.06, -0.06, 0.02], [0.54, -0.18, -0.17], [0.00, -0.06, 0.02], [-0.04, 0.10, 0.03], [-0.02, 0.09, 0.01], [0.02, 0.10, -0.04], [-0.04, 0.16, 0.02], [-0.13, 0.17, -0.14], [0.17, -0.04, 0.00], [-0.04, -0.28, 0.53], [0.12, 0.00, -0.04], [0.20, 0.12, 0.07], [-0.05, -0.03, 0.01], [-0.03, -0.02, 0.00], [-0.18, 0.01, 0.11], [-0.23, -0.36, -0.38], [0.00, 0.25, 0.40], [0.48, -0.17, -0.16], [-0.04, 0.02, 0.04], [-0.06, 0.03, 0.00], [0.09, 0.10, 0.10], [0.10, 0.02, -0.52], [0.09, -0.07, 0.16], [-0.03, 0.05, -0.03], [-0.02, -0.01, -0.05], [0.01, 0.00, -0.05], [0.03, 0.05, 0.01], [-0.20, 0.00, -0.02], [0.08, -0.12, -0.03], [-0.25, -0.28, 0.02], [0.00, 0.21, 0.33], [-0.24, -0.64, -0.25], [0.51, -0.28, -0.13], [0.32, 0.16, -0.06], [-0.09, -0.33, -0.04], [0.14, 0.01, -0.06], [-0.38, 0.04, 0.09], [0.26, 0.39, -0.26], [0.17, -0.43, 0.04], [-0.03, 0.07, 0.10], [0.02, 0.12, -0.05], [-0.13, 0.02, -0.05], [0.04, 0.03, 0.14], [-0.09, -0.06, -0.09], [0.04, -0.05, -0.02], [-0.03, 0.04, 0.01], [0.07, 0.01, -0.15], [-0.02, -0.01, -0.04], [0.03, -0.21, -0.05], [0.00, 0.11, 0.08], [-0.07, 0.05, 0.03], [-0.09, -0.02, 0.09], [0.08, 0.02, -0.07], [0.08, 0.03, -0.11], [-0.11, 0.00, 0.02], [-0.02, 0.04, -0.12], [-0.01, -0.11, -0.10]]}

---

{"formula": "C26H35Cl2N8O3PbS4", "method": "wB97M-V/def2-TZVPD", "charge": 1, "max_force_ev_per_a": 1.0, "gap_ha": 0.2567, "energy_ha": -4381.366504, "lumo_ev": -2.55, "relative_energy_ev": 0.0000, "species": ["Pb", "Cl", "C", "C", "C", "C", "C", "Cl", "C", "S", "H", "H", "H", "N", "N", "C", "N", "S", "H", "H", "H", "H", "H", "N", "C", "C", "C", "C", "C", "C", "S", "O", "O", "O", "H", "H", "H", "H", "H", "H", "C", "C", "N", "C", "C", "N", "C", "C", "H", "H", "H", "H", "H", "H", "H", "H", "H", "H", "H", "H", "H", "N", "C", "S", "N", "C", "C", "C", "C", "C", "C", "H", "H", "H", "H", "H", "H", "H", "H"], "coordinates": [[-0.466, -0.044, -1.066], [-1.599, 1.148, 1.624], [-0.276, 1.996, 2.384], [-0.573, 2.620, 3.585], [0.420, 3.293, 4.275], [1.702, 3.322, 3.752], [1.971, 2.692, 2.550], [3.619, 2.740, 1.993], [0.994, 2.013, 1.794], [1.486, 1.261, 0.286], [-1.582, 2.570, 3.969], [0.197, 3.789, 5.208], [2.503, 3.831, 4.268], [-0.153, 2.816, -2.310], [1.156, 2.879, -2.777], [1.807, 1.801, -3.239], [3.050, 2.022, -3.679], [1.167, 0.234, -3.346], [-0.770, 3.307, -2.948], [-0.192, 3.224, -1.382], [1.636, 3.766, -2.738], [3.511, 2.911, -3.580], [3.590, 1.232, -3.987], [-3.810, 0.773, -1.321], [-4.072, -0.592, -1.333], [-4.808, -1.163, -0.292], [-4.978, -2.531, -0.228], [-4.407, -3.335, -1.207], [-3.691, -2.780, -2.253], [-3.519, -1.411, -2.315], [-4.536, -5.076, -1.071], [-5.663, -5.401, -0.263], [-3.272, -5.404, -0.185], [-4.347, -5.629, -2.376], [-3.714, 1.222, -2.219], [-4.423, 1.298, -0.716], [-5.256, -0.525, 0.461], [-5.558, -2.983, 0.565], [-3.266, -3.422, -3.013], [-2.967, -0.975, -3.140], [2.359, -1.352, 4.960], [1.426, -0.730, 3.893], [1.343, -1.595, 2.726], [2.638, -1.649, 2.049], [3.744, -2.048, 3.050], [3.055, -2.511, 4.305], [2.061, -3.592, 3.977], [0.949, -2.941, 3.122], [1.825, -1.753, 5.820], [3.131, -0.667, 5.308], [1.800, 0.245, 3.579], [0.430, -0.587, 4.312], [2.844, -0.674, 1.607], [2.561, -2.369, 1.238], [4.387, -1.217, 3.337], [4.362, -2.875, 2.703], [3.749, -2.886, 4.947], [1.704, -3.997, 4.923], [2.609, -4.368, 3.443], [0.017, -2.888, 3.685], [0.762, -3.533, 2.230], [-1.406, -3.192, 0.366], [-0.605, -3.528, -0.710], [0.771, -2.434, -0.978], [-0.919, -4.580, -1.372], [-0.162, -5.209, -2.382], [1.229, -5.198, -2.497], [1.849, -5.900, -3.521], [1.110, -6.620, -4.446], [-0.273, -6.646, -4.330], [-0.898, -5.957, -3.305], [-1.361, -2.247, 0.711], [-2.305, -3.648, 0.422], [-2.449, -5.200, -0.701], [1.836, -4.656, -1.791], [2.930, -5.880, -3.590], [1.605, -7.166, -5.238], [-0.871, -7.208, -5.034], [-1.977, -5.985, -3.219]], "forces_ev_per_a": [[-0.03, -0.06, -0.17], [0.02, 0.03, 0.00], [-0.06, -0.05, -0.02], [0.03, -0.01, 0.03], [0.00, -0.01, -0.01], [-0.02, -0.02, 0.00], [0.04, 0.03, 0.01], [-0.01, -0.01, 0.00], [0.10, -0.06, 0.01], [-0.12, 0.02, -0.13], [-0.01, 0.00, 0.00], [-0.01, 0.01, 0.01], [0.01, 0.01, 0.00], [-0.01, -0.03, 0.02], [0.01, -0.04, -0.07], [-0.07, 0.05, 0.05], [0.04, -0.01, 0.02], [0.05, 0.02, 0.13], [0.01, 0.01, 0.07], [-0.01, -0.06, -0.01], [0.03, 0.00, 0.00], [-0.01, 0.01, -0.05], [0.00, -0.01, 0.01], [-0.11, 0.38, 0.06], [0.09, -0.06, 0.16], [0.02, 0.02, 0.03], [0.04, -0.01, -0.05], [-0.17, 0.14, 0.03], [0.02, -0.09, -0.09], [0.03, 0.06, -0.09], [0.07, -0.13, 0.07], [-0.05, -0.02, -0.09], [-0.51, -0.14, 0.20], [-0.04, -0.07, 0.06], [-0.01, -0.13, -0.06], [0.01, 0.05, -0.04], [0.01, 0.00, 0.00], [0.00, -0.01, 0.00], [-0.01, -0.02, -0.02], [0.00, 0.02, -0.01], [0.02, -0.03, 0.02], [-0.02, 0.02, 0.04], [0.05, -0.04, 0.00], [-0.12, 0.10, 0.00], [0.04, -0.03, 0.04], [0.00, 0.00, -0.01], [0.05, -0.03, 0.03], [-0.06, 0.05, 0.02], [-0.01, 0.02, 0.00], [-0.02, 0.02, 0.01], [-0.01, -0.03, 0.02], [0.01, 0.01, -0.01], [0.04, -0.04, 0.02], [0.00, -0.01, -0.06], [0.00, 0.01, -0.02], [0.01, 0.02, -0.03], [0.00, 0.01, 0.00], [-0.02, -0.02, -0.03], [-0.02, 0.00, 0.00], [0.00, 0.02, -0.01], [-0.03, -0.03, -0.06], [0.15, 0.11, -0.07], [0.00, 0.30, 0.07], [0.00, 0.01, 0.02], [-0.02, -0.13, 0.41], [-0.19, 0.00, -0.25], [-0.06, -0.01, 0.12], [0.03, -0.01, -0.03], [-0.01, 0.00, 0.03], [0.04, 0.02, 0.01], [-0.06, 0.08, -0.05], [0.06, -0.07, 0.02], [0.01, 0.07, 0.11], [0.79, -0.19, -0.50], [0.00, 0.00, 0.06], [0.00, -0.01, 0.00], [0.01, 0.01, -0.01], [0.00, -0.01, 0.00], [-0.03, 0.00, 0.07]]}